ORCA calculation (the ωB97M-V functional and the def2-TZVPD basis) on a molecular structure, C23H32HgN4O10P in a non-equilibrium geometry.

ΔE to the lowest compared entry with this formula, charge and spin ... 24.5 kcal/mol
Kohn-Sham gap (spin up / spin down) ... 0.2240 / 0.2325 hartree
DFT total energy ... -64271.4954 eV
Expectation value of S² ... 0.754
Max |F| ... 1.9 eV/A
Net charge ... -2
HOMO energy (spin up / spin down) ... -1.938 / -2.600 eV
Multiplicity ... 2

Each line ends with the Mulliken spin population.
Geometry (Å):
Hg -0.759 -0.598 -0.796  0.5528
O -3.098 -2.823 -0.512  0.0139
C -4.072 -2.670 -1.490  -0.0014
C -3.756 -1.637 -2.583  -0.0025
N -2.438 -1.785 -3.176  0.1061
C -2.062 -3.110 -3.614  -0.0163
C -0.705 -3.627 -2.974  0.0058
O 0.084 -4.131 -3.776  0.0082
O -0.611 -3.530 -1.740  0.0179
C -2.186 -0.793 -4.197  -0.0012
C -2.451 0.705 -3.756  -0.0049
O -3.296 1.310 -4.417  0.0096
O -1.747 1.142 -2.830  0.0464
H -2.245 -3.087 -0.927  0.0030
H -4.985 -2.335 -0.977  0.0000
H -4.304 -3.647 -1.959  0.0007
H -3.784 -0.640 -2.138  -0.0060
H -4.558 -1.698 -3.348  0.0026
H -1.924 -3.149 -4.701  0.0054
H -2.818 -3.853 -3.345  -0.0018
H -2.839 -0.966 -5.073  0.0050
H -1.136 -0.873 -4.502  -0.0040
C 2.698 -2.958 -4.676  0.0041
O 2.934 -2.468 -3.379  0.0183
P 1.794 -1.583 -2.580  0.0520
O 2.539 -1.686 -1.139  -0.0036
C 2.159 -2.695 -0.228  0.0371
O 2.448 -0.157 -3.039  0.0048
C 1.829 1.080 -2.751  0.0398
H 3.517 -3.649 -4.898  0.0008
H 2.699 -2.155 -5.419  -0.0004
H 1.746 -3.492 -4.706  -0.0005
H 2.904 -3.496 -0.245  0.0001
H 1.184 -3.120 -0.476  0.0070
H 2.115 -2.251 0.770  -0.0140
H 2.029 1.393 -1.722  -0.0119
H 0.747 1.038 -2.890  -0.0034
H 2.257 1.808 -3.446  0.0003
O 2.151 1.972 0.819  0.0002
C 0.999 2.346 1.000  0.0246
N -0.122 1.607 0.978  0.0584
C -1.218 2.353 1.256  0.0136
O -2.361 1.971 1.405  0.0004
C -0.765 3.789 1.460  0.0016
C -1.439 4.959 1.736  0.0001
C -0.687 6.120 1.889  -0.0003
C 0.696 6.093 1.805  0.0008
C 1.375 4.904 1.549  -0.0009
C 0.620 3.770 1.350  0.0023
H -2.515 4.973 1.832  0.0000
H -1.185 7.062 2.090  -0.0001
H 1.254 7.012 1.940  0.0000
H 2.455 4.868 1.510  -0.0001
N -0.664 -1.885 2.069  0.0097
C 0.016 -1.332 2.814  0.0223
N 0.793 -0.771 3.710  -0.0011
C 1.953 0.007 3.343  -0.0034
C 1.913 1.362 4.044  0.0007
C 1.757 1.185 5.552  0.0000
C 0.484 0.392 5.836  0.0000
C 0.557 -0.956 5.119  0.0006
H 1.961 0.151 2.260  0.0003
H 2.866 -0.537 3.645  0.0010
H 1.065 1.930 3.661  0.0001
H 2.823 1.914 3.808  0.0001
H 1.712 2.160 6.043  0.0000
H 2.617 0.641 5.957  0.0000
H -0.376 0.951 5.464  -0.0001
H 0.350 0.229 6.908  0.0000
H -0.374 -1.513 5.247  -0.0003
H 1.383 -1.544 5.554  -0.0001